{"formula": "C22H16Cl36N2O4P", "method": "wB97M-V/def2-TZVPD", "species": ["C", "C", "C", "N", "O", "C", "C", "C", "C", "C", "C", "C", "C", "C", "C", "O", "O", "P", "N", "O", "H", "H", "H", "H", "H", "H", "H", "H", "H", "H", "H", "H", "H", "H", "H", "H", "C", "Cl", "Cl", "Cl", "Cl", "C", "Cl", "Cl", "Cl", "Cl", "C", "Cl", "Cl", "Cl", "Cl", "C", "Cl", "Cl", "Cl", "Cl", "C", "Cl", "Cl", "Cl", "Cl", "C", "Cl", "Cl", "Cl", "Cl", "C", "Cl", "Cl", "Cl", "Cl", "C", "Cl", "Cl", "Cl", "Cl", "C", "Cl", "Cl", "Cl", "Cl"], "coordinates": [[2.071, -2.764, -0.128], [1.906, -1.604, -0.363], [1.515, -0.176, -0.508], [0.458, 0.077, -1.470], [0.833, -0.235, -2.796], [-0.899, -0.379, -1.132], [-1.896, 0.807, -1.537], [-3.186, 0.884, -0.709], [-4.113, -0.309, -0.810], [-4.614, -0.764, -2.020], [-5.420, -1.886, -2.043], [-5.720, -2.546, -0.869], [-5.240, -2.104, 0.351], [-4.434, -0.975, 0.364], [-1.090, -0.723, 0.359], [-0.903, 0.174, 1.228], [-1.388, -1.913, 0.609], [-1.477, -1.893, -2.143], [-0.147, -2.961, -2.359], [-1.800, -1.328, -3.706], [2.066, -3.813, 0.035], [2.416, 0.314, -0.909], [1.364, 0.287, 0.458], [1.733, -0.580, -2.801], [-1.355, 1.731, -1.299], [-2.072, 0.839, -2.613], [-3.000, 1.148, 0.328], [-3.764, 1.728, -1.119], [-4.340, -0.246, -2.931], [-5.810, -2.289, -2.970], [-6.325, -3.447, -0.891], [-5.432, -2.606, 1.290], [-4.019, -0.614, 1.297], [-0.462, -3.912, -2.493], [0.383, -2.714, -3.191], [-1.249, -0.564, -3.930], [0.831, 3.990, -0.260], [1.505, 4.913, 1.094], [2.111, 3.683, -1.450], [0.182, 2.465, 0.320], [-0.461, 4.938, -1.024], [-5.572, -1.423, -6.711], [-4.221, -1.545, -5.594], [-5.470, -2.715, -7.919], [-7.095, -1.573, -5.823], [-5.528, 0.147, -7.532], [1.914, 8.696, 2.425], [0.438, 8.180, 1.613], [1.492, 9.595, 3.894], [2.899, 7.290, 2.859], [2.841, 9.749, 1.347], [4.815, -4.144, -3.183], [3.770, -2.734, -3.329], [6.170, -3.993, -4.315], [5.441, -4.266, -1.536], [3.889, -5.603, -3.565], [0.657, 4.920, 5.692], [1.297, 4.854, 7.343], [0.791, 6.576, 5.084], [1.585, 3.837, 4.655], [-1.037, 4.426, 5.695], [3.380, 9.966, 7.883], [2.327, 11.386, 7.823], [4.675, 10.146, 6.694], [4.081, 9.821, 9.501], [2.440, 8.521, 7.513], [5.563, -0.763, 1.974], [6.947, -0.302, 0.964], [5.980, -2.200, 2.919], [5.173, 0.568, 3.077], [4.157, -1.130, 0.959], [-4.399, -6.640, -0.943], [-3.522, -5.338, -1.740], [-4.735, -7.942, -2.100], [-3.433, -7.277, 0.395], [-5.925, -6.005, -0.315], [5.891, -7.542, 1.406], [4.643, -8.147, 2.501], [5.330, -7.685, -0.262], [6.226, -5.848, 1.781], [7.369, -8.494, 1.611]], "homo_lumo_gap_ha": 0.2227, "fmax_ev_per_a": 2.544, "charge": -1, "total_energy_ha": -18166.50494, "homo_ev": -4.72}

{"formula": "C5H15N2O", "method": "wB97M-V/def2-TZVPD", "species": ["C", "C", "C", "C", "N", "C", "N", "H", "H", "H", "H", "H", "H", "H", "H", "H", "H", "H", "H", "H", "H", "H", "O"], "coordinates": [[-0.107, -0.040, -2.370], [1.029, -0.507, -1.425], [0.758, 0.079, -0.051], [0.427, 1.388, 0.213], [-0.205, 1.843, 1.308], [0.758, -0.970, 1.056], [-0.014, -0.633, -3.761], [-0.205, 1.043, -2.352], [-1.095, -0.353, -2.013], [2.008, -0.174, -1.756], [1.002, -1.602, -1.491], [0.702, 2.194, -0.471], [-0.168, 2.794, 1.650], [-0.755, 1.099, 1.725], [1.634, -1.087, 1.683], [0.584, -1.988, 0.684], [-0.055, -0.751, 1.742], [0.581, -0.091, -4.419], [-0.922, -0.811, -4.198], [0.519, -1.501, -3.668], [-2.166, 0.047, 4.930], [-1.998, -1.521, 4.975], [-1.939, -0.733, 4.414]], "homo_lumo_gap_ha": [0.3487, 0.2267], "e_above_lowest_kj_mol": 63.8, "fmax_ev_per_a": 3.598, "spin_multiplicity": 2, "charge": 2, "total_energy_ha": -383.58604, "homo_ev": [-16.45, -16.45]}